ORCA calculation (wB97M-V/def2-TZVPD) on an isolated molecule of C6H8OS at a distorted geometry.

M = 128.2 u
SMILES = C1[C@@H]2[C@@H]1SC[C@]21CO1
Gap between HOMO and LUMO = 9.6349 eV

CARTESIAN COORDINATES (ANGSTROEM)
C: -0.86627 2.05094 -0.12835
C: 0.06937 0.93539 -0.52723
C: -1.09520 0.72222 0.45919
S: -1.81047 -0.89867 0.09852
C: 0.05106 -1.42558 -0.27267
C: 1.01686 -0.13989 -0.04240
C: 2.14820 0.00154 0.84235
O: 2.29023 -0.14422 -0.64802
H: -1.46216 2.38259 -0.92504
H: -0.64856 2.89317 0.64001
H: -0.16858 0.63996 -1.52262
H: -0.76834 0.65875 1.46918
H: 0.46179 -2.16145 0.47661
H: 0.22672 -1.92961 -1.17855
H: 2.44874 1.02115 1.17851
H: 2.61207 -0.83980 1.48443